Formula: C20H24NO5
Source: the Open Molecules 2025 dataset
Level of theory: ωB97M-V/def2-TZVPD

Results
Total energy, eV: -32855.280
Net charge: -1
Molecular weight, g mol⁻¹: 358.4
Relative energy (zero: lowest compared OMol25 entry of this formula, charge and spin), kcal per mole: 6.08
HOMO-LUMO gap, eV: 3.9
LUMO energy, eV: 1.553

Geometry as XYZ:
```
50
Properties=species:S:1:pos:R:3:lowdin_charge:R:1
O 4.174 6.674 -2.172 -0.014
H -1.393 -4.480 2.684 0.107
H 3.294 4.548 -3.212 0.089
C 3.238 6.039 -1.687 -0.386
C 2.566 6.491 -0.357 -0.417
C -1.161 -3.455 2.937 -0.053
H 0.067 -1.684 -0.180 0.139
H -2.763 -3.475 -1.580 0.144
H -1.658 -4.903 0.107 0.073
C 1.162 -0.923 -1.760 -0.117
C 1.454 5.726 0.039 -0.037
H -1.752 -1.606 -2.615 0.129
H 2.258 0.963 -1.721 0.117
H -2.039 -0.291 2.100 0.115
H 0.915 -1.629 4.877 0.102
C 0.197 1.189 -1.184 -0.120
C 1.656 4.104 -1.915 -0.388
H -0.691 -4.724 -1.321 0.087
H 0.929 5.990 0.953 0.089
H -1.677 0.194 -1.364 0.170
C -1.840 -2.433 2.289 -0.206
H 1.780 0.389 -0.069 0.120
H -0.308 0.232 3.737 0.111
C -0.174 -3.169 3.879 -0.074
H -1.031 0.167 0.118 0.142
H 1.159 -0.823 -2.840 0.124
H -3.215 -3.700 1.153 0.123
C -1.529 -1.103 2.600 -0.043
H 0.364 -3.973 4.357 0.100
H -0.246 -3.827 0.150 0.085
H -0.440 -2.843 -2.507 0.119
C -2.884 -2.667 1.223 -0.146
C -0.545 -0.801 3.535 -0.063
O -0.111 4.025 -0.264 -0.099
C -1.070 -4.184 -0.458 -0.035
H -0.017 1.688 -2.120 0.108
N -0.798 0.080 -0.867 0.106
C -1.107 -2.186 -1.960 -0.074
H -3.760 -2.079 1.495 0.129
O 1.215 3.046 -2.462 -0.132
C 0.925 4.622 -0.650 -0.398
C 2.741 4.851 -2.327 -0.028
O -2.419 -2.132 -0.015 -0.127
C -0.205 -1.274 -1.146 -0.266
C 0.130 -1.839 4.165 -0.083
H 1.923 -1.598 -1.374 0.116
O 3.039 7.464 0.243 -0.034
C -1.949 -3.052 -0.985 -0.369
C 1.521 0.438 -1.126 -0.133
H 0.075 1.936 -0.402 0.101
```